{"formula": "C27H80O18", "method": "ωB97M-V/def2-TZVPD", "orbital_gap_ev": 9.40, "charge": 0, "molar_mass_g_mol": 692.919, "de_lowest_kj_mol": 0.0, "homo_energy_ev": -9.21, "species": ["C", "C", "O", "H", "H", "H", "H", "H", "H", "C", "C", "O", "H", "H", "H", "H", "H", "H", "C", "C", "O", "H", "H", "H", "H", "H", "H", "C", "C", "O", "H", "H", "H", "H", "H", "H", "C", "C", "O", "H", "H", "H", "H", "H", "H", "C", "C", "O", "H", "H", "H", "H", "H", "H", "C", "C", "O", "H", "H", "H", "H", "H", "H", "C", "C", "C", "O", "H", "H", "H", "H", "H", "H", "H", "H", "C", "C", "O", "O", "H", "H", "H", "H", "H", "H", "C", "C", "O", "O", "H", "H", "H", "H", "H", "H", "C", "C", "O", "O", "H", "H", "H", "H", "H", "H", "C", "C", "O", "O", "H", "H", "H", "H", "H", "H", "C", "C", "O", "O", "H", "H", "H", "H", "H", "H"], "positions_angstrom": [[3.061, -5.347, -0.571], [2.939, -4.191, 0.421], [1.519, -3.933, 0.546], [2.445, -5.211, -1.456], [2.575, -6.209, -0.067], [4.088, -5.581, -0.885], [3.453, -3.271, 0.139], [3.312, -4.456, 1.432], [1.442, -3.525, 1.413], [1.194, 2.750, 3.840], [0.500, 3.753, 4.797], [0.491, 3.083, 6.048], [0.538, 1.976, 3.440], [2.013, 2.268, 4.367], [1.542, 3.333, 3.009], [-0.438, 4.093, 4.370], [1.158, 4.631, 4.961], [0.117, 3.683, 6.686], [-1.481, 4.164, 1.731], [-2.704, 4.738, 0.926], [-3.244, 3.773, -0.012], [-1.003, 4.907, 2.411], [-0.670, 3.877, 1.051], [-1.772, 3.314, 2.354], [-2.419, 5.628, 0.379], [-3.531, 4.994, 1.611], [-3.794, 3.167, 0.490], [-4.784, 1.677, -2.075], [-5.706, 0.567, -1.419], [-5.810, 0.853, -0.012], [-3.829, 1.628, -1.591], [-5.171, 2.704, -2.043], [-4.628, 1.433, -3.119], [-5.270, -0.437, -1.589], [-6.701, 0.661, -1.957], [-6.332, 0.182, 0.440], [-1.547, -5.435, 2.011], [-1.285, -4.008, 2.464], [-2.429, -3.501, 3.067], [-1.797, -6.136, 2.806], [-0.594, -5.743, 1.594], [-2.241, -5.496, 1.162], [-0.976, -3.341, 1.648], [-0.472, -4.031, 3.179], [-2.181, -3.084, 3.904], [-2.202, 4.351, -3.504], [-0.875, 3.912, -2.798], [-1.179, 2.884, -1.925], [-2.743, 3.514, -3.956], [-1.895, 4.956, -4.391], [-2.862, 4.956, -2.873], [-0.525, 4.814, -2.255], [-0.140, 3.559, -3.543], [-1.914, 3.158, -1.353], [-0.345, -0.404, 1.307], [-0.973, 0.007, -0.029], [0.006, 0.689, -0.792], [-1.117, -0.804, 1.959], [-0.058, 0.534, 1.831], [0.547, -0.998, 1.183], [-1.846, 0.646, 0.175], [-1.285, -0.899, -0.578], [-0.370, 1.515, -1.117], [2.869, -0.983, -3.192], [3.240, -0.247, -4.442], [2.048, 0.242, -5.280], [4.090, 0.829, -3.976], [2.279, -1.858, -3.460], [2.228, -0.277, -2.655], [3.743, -1.301, -2.636], [3.833, -0.921, -5.092], [1.371, -0.584, -5.451], [2.463, 0.644, -6.233], [1.588, 1.136, -4.890], [4.348, 1.409, -4.701], [-0.721, -3.866, -1.780], [-0.200, -4.119, -3.190], [-0.410, -3.044, -4.054], [-0.122, -2.724, -1.245], [-0.447, -4.778, -1.215], [-1.831, -3.739, -1.772], [-0.689, -4.994, -3.631], [0.879, -4.347, -3.119], [-0.146, -2.232, -3.607], [0.618, -2.982, -0.701], [2.614, 2.931, -1.730], [3.359, 2.050, -0.826], [4.629, 1.871, -1.407], [3.303, 4.086, -2.144], [1.660, 3.270, -1.305], [2.441, 2.339, -2.649], [2.754, 1.146, -0.722], [3.609, 2.469, 0.137], [4.540, 1.511, -2.302], [4.245, 3.847, -2.223], [3.147, -1.310, 2.773], [3.038, -0.445, 4.014], [3.156, -1.337, 5.128], [2.246, -2.426, 2.837], [4.175, -1.626, 2.527], [2.839, -0.735, 1.883], [2.013, -0.041, 3.970], [3.772, 0.347, 4.067], [2.907, -0.900, 5.940], [2.395, -2.870, 3.685], [-0.100, -0.127, 6.167], [-0.365, -1.316, 5.301], [-1.747, -1.658, 5.281], [-1.039, 0.883, 5.935], [0.931, 0.257, 5.973], [-0.149, -0.391, 7.224], [0.156, -2.223, 5.643], [-0.022, -1.187, 4.250], [-2.184, -0.818, 5.067], [-0.610, 1.748, 6.040], [-1.678, -0.078, -3.493], [-2.037, -0.159, -4.977], [-3.397, -0.015, -5.173], [-0.235, -0.294, -3.323], [-2.241, -0.769, -2.860], [-1.921, 0.957, -3.160], [-1.664, -1.119, -5.356], [-1.552, 0.659, -5.550], [-3.826, -0.876, -5.177], [0.003, -0.200, -2.390]]}


{"formula": "H4O2", "method": "ωB97M-V/def2-TZVPD", "orbital_gap_ev": 11.66, "charge": 0, "molar_mass_g_mol": 36.030, "smiles": "O.O", "de_lowest_kj_mol": 17.3, "homo_energy_ev": -11.09, "species": ["O", "H", "H", "O", "H", "H"], "positions_angstrom": [[1.148, 0.169, 0.871], [1.259, -0.766, 1.011], [0.281, 0.212, 0.430], [-1.036, 0.022, -0.820], [-1.970, -0.218, -0.809], [-0.465, -0.754, -1.037]]}


{"formula": "C5H10Si", "method": "ωB97M-V/def2-TZVPD", "orbital_gap_ev": 6.90, "charge": 0, "molar_mass_g_mol": 98.221, "de_lowest_kj_mol": 517.8, "homo_energy_ev": -7.96, "species": ["C", "C", "C", "C", "C", "Si", "H", "H", "H", "H", "H", "H", "H", "H", "H", "H"], "positions_angstrom": [[2.602, -0.767, 0.345], [1.479, -1.273, 0.333], [3.859, -0.040, 0.540], [-2.575, 1.016, -1.134], [-1.754, 0.613, 0.053], [-1.564, -1.204, 0.219], [4.412, -0.454, 1.393], [4.515, -0.199, -0.422], [3.541, 1.001, 0.818], [-2.881, 1.971, -0.971], [-2.028, 1.030, -2.036], [-3.465, 0.402, -1.196], [-2.047, 1.001, 1.009], [-0.668, 0.948, 0.099], [-1.200, -1.739, 1.470], [-2.227, -2.306, -0.521]]}


{"formula": "C16H18BrNRh", "method": "ωB97M-V/def2-TZVPD", "s2": 6.03, "orbital_gap_ev": [5.05, 5.12], "charge": -1, "molar_mass_g_mol": 407.137, "multiplicity": 5, "homo_energy_ev": [-1.69, -3.52], "species": ["C", "C", "C", "H", "C", "C", "H", "H", "H", "H", "Rh", "Br", "C", "C", "C", "H", "C", "C", "H", "H", "H", "H", "C", "C", "C", "C", "C", "C", "N", "H", "H", "H", "H", "H", "H", "H", "H"], "positions_angstrom": [[-1.642, -0.700, -1.964], [-1.375, -1.280, -0.713], [-1.204, -0.214, 0.170], [-1.387, -2.315, -0.354], [-1.249, 1.011, -0.502], [-1.487, 0.721, -1.852], [-1.589, 1.521, -2.605], [-1.824, -1.357, -2.797], [-1.218, -0.280, 1.280], [-1.041, 1.979, -0.016], [0.212, -0.176, -1.605], [2.827, -0.337, -0.669], [1.905, 0.529, -3.032], [0.825, 1.292, -3.550], [-0.145, 0.380, -4.069], [0.877, 2.351, -3.740], [0.323, -0.952, -3.874], [1.562, -0.894, -3.171], [2.253, -1.696, -3.154], [2.867, 0.957, -2.909], [-0.952, 0.662, -4.720], [-0.070, -1.840, -4.333], [1.095, -3.219, 0.922], [1.261, -2.039, 1.763], [1.814, -1.936, 3.074], [1.710, -0.593, 3.463], [1.117, 0.108, 2.374], [0.749, 1.528, 2.329], [0.829, -0.799, 1.394], [1.571, -3.068, -0.059], [0.027, -3.457, 0.791], [1.578, -4.053, 1.440], [2.177, -2.788, 3.619], [1.984, -0.120, 4.397], [-0.220, 1.699, 2.833], [1.513, 2.067, 2.905], [0.722, 1.902, 1.294]]}